(1)
{
  "formula": "C6H10N3S",
  "method": "wB97M-V/def2-TZVPD",
  "elements": ["C", "C", "C", "C", "C", "C", "N", "N", "N", "S", "H", "H", "H", "H", "H", "H", "H", "H", "H", "H"],
  "coordinates": [[0.342, -1.459, 0.085], [1.698, -1.922, 0.022], [2.300, 0.339, -0.377], [0.051, -0.194, -0.084], [0.902, 0.795, -0.363], [-2.415, 0.718, 1.396], [2.636, -0.926, -0.067], [0.612, 2.036, -0.781], [-2.253, 0.372, -0.083], [-3.038, -0.873, -0.670], [-0.434, -2.236, 0.062], [1.999, -2.942, -0.041], [2.976, 1.145, -0.174], [-1.551, 1.500, 1.584], [-3.493, 1.118, 1.613], [-2.248, -0.145, 2.014], [3.502, -1.318, 0.003], [1.322, 2.670, -1.295], [-0.394, 2.240, -0.986], [-2.514, -0.920, -1.860]],
  "forces_ev_per_angstrom": [[1.88, -4.15, -0.53], [-1.70, 2.68, 0.01], [-1.59, 1.26, 1.82], [-3.60, 1.26, 0.60], [4.22, -0.02, -1.77], [0.02, 1.65, -1.22], [-4.54, -0.76, -0.72], [-0.40, 2.33, -1.28], [2.16, 1.74, 1.27], [-1.50, -1.62, 1.35], [0.04, 0.28, 0.40], [0.29, -0.43, 0.32], [1.05, -0.10, -0.55], [-2.16, -1.42, -0.14], [2.10, -0.48, -0.54], [0.07, -0.42, 0.35], [3.46, -0.05, 0.03], [-1.68, -1.79, 1.43], [1.46, -0.29, 0.38], [0.43, 0.35, -1.22]],
  "nbo_charge": [-0.290, 0.031, 0.002, 0.134, 0.112, -0.456, -0.398, -0.772, -0.595, 0.433, 0.253, 0.242, 0.234, 0.223, 0.241, 0.204, 0.437, 0.429, 0.435, 0.099],
  "charge": 1,
  "molar_mass_g_mol": 156.23,
  "homo_lumo_gap_ev": [8.0, 7.4],
  "homo_energy_ev": [-12.021, -11.597]
}

=====

(2)
{
  "formula": "C4H8N4",
  "method": "wB97M-V/def2-TZVPD",
  "elements": ["C", "C", "C", "C", "H", "H", "H", "H", "H", "H", "H", "H", "N", "N", "N", "N"],
  "coordinates": [[-2.369, -0.341, 0.066], [-0.709, 1.472, -0.280], [0.591, 1.683, 0.058], [1.315, 0.364, 0.091], [-3.286, 0.123, -0.318], [-2.373, -0.387, 1.131], [-2.170, -1.311, -0.299], [-1.527, 2.239, -0.135], [1.089, 2.587, 0.403], [2.420, -1.201, -0.036], [0.735, -2.089, -1.033], [0.351, -2.639, 0.588], [-1.072, 0.092, -0.181], [2.504, -0.105, -0.097], [0.102, -0.527, 0.474], [0.151, -1.802, -0.183]],
  "forces_ev_per_angstrom": [[0.04, -1.45, 1.50], [-0.74, -1.02, 2.85], [1.32, -0.53, -0.31], [-1.56, -0.77, 0.69], [1.02, 0.35, -0.40], [-1.18, -0.32, 1.24], [-1.62, -1.96, -0.28], [1.04, -0.96, -0.85], [-0.31, 0.00, -0.81], [0.29, 2.56, 0.01], [-0.69, 1.83, 1.47], [-0.68, 3.14, -2.56], [4.17, 6.40, -2.32], [-2.43, -1.15, 0.43], [0.21, -1.37, -3.50], [1.12, -4.75, 2.85]],
  "nbo_charge": [-0.444, 0.042, -0.390, 0.400, 0.233, 0.184, 0.234, 0.219, 0.242, 0.342, 0.378, 0.365, -0.277, -0.664, -0.132, -0.733],
  "charge": 0,
  "molar_mass_g_mol": 112.14,
  "homo_lumo_gap_ev": 8.6,
  "smiles": "[H]/N=c1/ccn(C)n1N",
  "homo_energy_ev": -7.830
}

=====

(3)
{
  "formula": "C6H11N",
  "method": "wB97M-V/def2-TZVPD",
  "elements": ["C", "N", "C", "C", "C", "C", "C", "H", "H", "H", "H", "H", "H", "H", "H", "H", "H", "H"],
  "coordinates": [[2.002, 0.074, 0.991], [-0.825, 1.120, 1.194], [-0.411, 0.141, 0.319], [0.812, -0.379, 0.159], [0.887, -1.586, -0.679], [-2.150, 0.979, -1.187], [-1.476, -0.038, -0.698], [2.124, -0.640, 1.729], [1.801, 1.095, 1.416], [2.889, 0.171, 0.422], [-0.109, 1.752, 1.688], [-1.879, 1.298, 1.048], [1.938, -2.015, -0.537], [0.122, -2.270, -0.287], [0.546, -1.422, -1.745], [-2.903, 0.744, -1.980], [-1.668, 2.021, -1.001], [-1.701, -1.046, -0.850]],
  "forces_ev_per_angstrom": [[-2.25, 1.85, -0.96], [-0.41, 1.71, 1.33], [0.16, 1.49, -0.79], [-0.38, 1.05, 0.83], [0.80, -1.00, -0.93], [0.41, 1.47, -1.61], [0.78, -0.51, 1.67], [0.66, -1.20, 1.94], [0.28, -1.04, -0.09], [0.95, -0.09, -0.76], [-2.26, -1.36, -1.08], [2.94, 0.45, 1.00], [-1.57, 0.18, -0.82], [0.56, -0.48, -0.10], [1.09, -0.20, 0.84], [0.57, 0.83, 0.89], [-1.58, -1.73, -0.47], [-0.73, -1.41, -0.89]],
  "nbo_charge": [-0.615, -0.861, 0.122, -0.089, -0.634, -0.434, -0.199, 0.211, 0.193, 0.213, 0.400, 0.415, 0.216, 0.208, 0.218, 0.216, 0.219, 0.201],
  "charge": 0,
  "molar_mass_g_mol": 97.16,
  "homo_lumo_gap_ev": 8.2,
  "smiles": "C=CC(N)=C(C)C",
  "homo_energy_ev": -7.168
}

=====

(4)
{
  "formula": "C4H6ClF3",
  "method": "wB97M-V/def2-TZVPD",
  "elements": ["C", "C", "C", "C", "F", "F", "F", "Cl", "H", "H", "H", "H", "H", "H"],
  "coordinates": [[0.069, -1.746, -1.588], [0.597, 1.032, 0.968], [0.338, -1.134, -0.399], [1.162, 0.092, -0.076], [-0.041, -1.717, 0.782], [-2.514, -0.086, 0.541], [1.396, 0.801, -1.265], [2.892, -0.468, 0.396], [0.586, -1.466, -2.455], [-0.691, -2.616, -1.589], [-3.056, 0.682, 0.409], [0.816, 0.828, 2.034], [0.977, 2.070, 0.926], [-0.505, 1.003, 0.963]],
  "forces_ev_per_angstrom": [[-1.28, -0.51, 3.41], [-0.60, 0.54, 1.47], [-0.11, -1.55, -0.84], [1.60, 0.34, -0.89], [-0.25, 0.56, -0.83], [-0.81, 1.13, -0.18], [-0.57, -0.56, 0.86], [-1.12, 0.25, -0.04], [0.20, 0.63, -1.10], [1.66, 1.48, 0.02], [0.72, -1.12, 0.16], [0.27, -0.84, -0.70], [-0.17, -0.56, -0.87], [0.46, 0.22, -0.47]],
  "nbo_charge": [-0.444, -0.689, 0.347, 0.354, -0.336, -0.558, -0.350, -0.096, 0.227, 0.235, 0.563, 0.252, 0.247, 0.247],
  "charge": 0,
  "molar_mass_g_mol": 146.54,
  "homo_lumo_gap_ev": 10.4,
  "smiles": "C=C(F)[C@](C)(F)Cl.F",
  "homo_energy_ev": -9.899
}